[1]
Formula: C6H10
Source: the Open Molecules 2025 dataset
Level of theory: ωB97M-V/def2-TZVPD

XYZ file:
```
16
C6H10 (ωB97M-V/def2-TZVPD)
C -0.3527 2.7578 0.8903
C -0.6696 1.5717 0.3987
C 0.2485 0.4253 0.5457
C 0.1860 -0.7614 -0.0622
C -1.0651 -1.2483 -0.7344
C 1.3925 -1.6226 -0.2030
H 0.5473 2.8600 1.4902
H -0.9553 3.6295 0.6845
H -1.5332 1.4494 -0.2463
H 1.1959 0.8002 0.9206
H -1.4365 -2.1025 -0.1568
H -0.8460 -1.6598 -1.7227
H -1.8750 -0.5305 -0.7787
H 1.5512 -1.7761 -1.2757
H 1.2927 -2.6559 0.1415
H 2.3194 -1.1368 0.1083
```

Properties
Calculated total energy = -234.56852 hartree
ΔE to the lowest compared entry with this formula, charge and spin = 21.3 kcal per mole
HOMO-LUMO gap = 9.5 eV
Net charge = 0
Largest force on an atom = 1.3 eV/Å
LUMO = 1.1 eV


[2]
Formula: C6H10
Source: the Open Molecules 2025 dataset
Level of theory: ωB97M-V/def2-TZVPD

XYZ file:
```
16
C6H10 (ωB97M-V/def2-TZVPD)
C 0.4450 -1.0855 -0.0770
C -0.6520 -0.3835 -0.4018
C -1.5207 0.5291 0.3852
C -0.4066 1.0593 -0.5167
C 1.0754 1.2515 -0.2060
C 1.5730 -0.1404 0.2616
H 0.4763 -2.1438 0.1730
H -1.3437 0.4870 1.4612
H -2.5446 0.7706 0.1139
H -0.7956 1.5257 -1.4236
H 1.5593 1.4944 -1.1580
H 1.3096 2.0523 0.4993
H 1.6027 -0.1721 1.3663
H 2.5770 -0.4077 -0.0758
H -1.6484 -2.7157 0.0293
H -1.7067 -2.1212 -0.4308
```

Properties
Calculated total energy = -234.44692 hartree
ΔE to the lowest compared entry with this formula, charge and spin = 97.6 kcal per mole
HOMO-LUMO gap = 8.9 eV
Net charge = 0
Largest force on an atom = 0.6 eV/Å
LUMO = 0.8 eV


[3]
Formula: C6H10
Source: the Open Molecules 2025 dataset
Level of theory: ωB97M-V/def2-TZVPD

XYZ file:
```
16
C6H10 (ωB97M-V/def2-TZVPD)
C 1.8171 -0.3607 0.3867
C 0.4541 0.0787 -0.0672
C -0.4550 -0.7434 -0.9943
C -1.6282 -0.5120 -0.0067
C -0.7528 0.4604 0.7790
C -0.0549 1.4825 -0.0822
H 2.2949 0.4003 1.0134
H 2.4772 -0.5595 -0.4654
H 1.7474 -1.2837 0.9757
H -0.5915 -0.2905 -1.9832
H -0.1654 -1.7894 -1.1242
H -1.8029 -1.4194 0.5817
H -2.5883 -0.1635 -0.4036
H -0.8079 0.6060 1.8548
H 0.5487 2.2001 0.4709
H -0.5183 1.8941 -0.9798
```

Properties
Calculated total energy = -234.55538 hartree
ΔE to the lowest compared entry with this formula, charge and spin = 29.6 kcal per mole
HOMO-LUMO gap = 10.4 eV
Net charge = 0
Largest force on an atom = 0.3 eV/Å
LUMO = 1.2 eV


[4]
Formula: C6H10
Source: the Open Molecules 2025 dataset
Level of theory: ωB97M-V/def2-TZVPD

XYZ file:
```
16
C6H10 (ωB97M-V/def2-TZVPD)
C -2.2130 0.1936 -0.2438
C -1.3289 -0.9815 -0.1528
C 0.0831 -0.7950 -0.3034
C 1.6085 -1.2513 0.5041
C 0.9447 0.0604 0.5712
C 1.7442 1.1735 -0.1337
H -3.2624 -0.1235 -0.3645
H -1.9806 0.9533 -0.9877
H -2.2344 0.7935 0.6926
H -1.6038 -2.0213 -0.0806
H 0.4281 -0.9779 -1.3257
H 1.6108 -1.8027 1.4614
H 0.3773 0.4517 1.4364
H 1.9188 2.0885 0.4392
H 1.2136 1.4785 -1.0406
H 2.6939 0.7599 -0.4723
```

Properties
Calculated total energy = -234.34113 hartree
ΔE to the lowest compared entry with this formula, charge and spin = 164.0 kcal per mole
HOMO-LUMO gap = 5.3 eV
Net charge = 0
Largest force on an atom = 3.0 eV/Å
LUMO = -1.6 eV


[5]
Formula: C6H10
Source: the Open Molecules 2025 dataset
Level of theory: ωB97M-V/def2-TZVPD

XYZ file:
```
16
C6H10 (ωB97M-V/def2-TZVPD)
C 1.7982 0.0867 -0.7396
C 1.8768 -0.0149 0.7589
C 0.6010 0.4302 0.1010
C -0.6107 -0.4517 0.0839
C -1.9017 0.0370 0.6782
C -1.7658 -0.1025 -0.8127
H 1.7602 -0.8389 -1.3089
H 2.3334 0.8931 -1.2332
H 1.9040 -1.0090 1.1988
H 2.4662 0.7240 1.2948
H 0.3699 1.4919 0.1878
H -0.3972 -1.5142 0.1998
H -2.5366 -0.6693 1.2057
H -1.9120 1.0413 1.0953
H -2.3033 -0.9088 -1.3041
H -1.6826 0.8052 -1.4057
```

Properties
Calculated total energy = -234.55270 hartree
ΔE to the lowest compared entry with this formula, charge and spin = 31.3 kcal per mole
HOMO-LUMO gap = 10.8 eV
Net charge = 0
Largest force on an atom = 0.2 eV/Å
LUMO = 1.3 eV


[6]
Formula: C6H10
Source: the Open Molecules 2025 dataset
Level of theory: ωB97M-V/def2-TZVPD

XYZ file:
```
16
C6H10 (ωB97M-V/def2-TZVPD)
C -0.2680 -2.2090 -0.0662
C 0.0555 -1.3279 1.1305
C -0.9442 -0.2257 1.2707
C -0.7616 0.8917 0.8434
C -0.0295 1.9520 0.1729
C 0.2997 1.5539 -1.2732
H -1.1965 -2.7593 0.1009
H -0.4004 -1.5965 -0.9674
H 0.5524 -2.9105 -0.2432
H 0.1846 -1.8884 2.0529
H 1.0109 -0.8149 0.9308
H 0.9100 2.0788 0.7327
H -0.5714 2.8924 0.2244
H -0.6141 1.3367 -1.8333
H 0.8393 2.3681 -1.7652
H 0.9335 0.6584 -1.3106
```

Properties
Calculated total energy = -234.50414 hartree
ΔE to the lowest compared entry with this formula, charge and spin = 61.7 kcal per mole
HOMO-LUMO gap = 10.2 eV
Net charge = 0
Largest force on an atom = 1.1 eV/Å
LUMO = 1.0 eV


[7]
Formula: C6H10
Source: the Open Molecules 2025 dataset
Level of theory: ωB97M-V/def2-TZVPD

XYZ file:
```
16
C6H10 (ωB97M-V/def2-TZVPD)
C 0.6022 1.4680 1.7072
C 1.2061 1.0445 0.6309
C 1.4669 0.5600 -0.5513
C 0.2550 0.1238 -1.3631
C -0.9850 -0.2832 -0.5535
C -0.7880 -1.5009 0.3568
H 0.2141 2.4813 1.7485
H 0.4117 0.8043 2.5461
H 2.4722 0.5059 -0.9725
H 0.5254 -0.7213 -2.0063
H -0.0312 0.9503 -2.0293
H -1.7473 -0.5168 -1.3031
H -1.3807 0.5598 0.0275
H -0.3643 -1.2456 1.3342
H -1.7442 -2.0034 0.5386
H -0.1131 -2.2268 -0.1106
```

Properties
Calculated total energy = -234.54465 hartree
ΔE to the lowest compared entry with this formula, charge and spin = 36.3 kcal per mole
HOMO-LUMO gap = 10.5 eV
Net charge = 0
Largest force on an atom = 0.3 eV/Å
LUMO = 1.1 eV


[8]
Formula: C6H10
Source: the Open Molecules 2025 dataset
Level of theory: ωB97M-V/def2-TZVPD

XYZ file:
```
16
C6H10 (ωB97M-V/def2-TZVPD)
C 1.9379 1.0952 0.2056
C 0.7964 0.4256 0.0688
C 0.6896 -1.0386 -0.0133
C -0.5104 -1.4322 0.4178
C -1.3880 -0.2539 0.7872
C -0.6163 0.9539 0.2123
H 1.9462 2.1444 0.4769
H 2.8937 0.5860 0.1172
H 1.5182 -1.6744 -0.3117
H -0.8196 -2.4648 0.5436
H -1.4683 -0.1729 1.8796
H -2.4067 -0.3417 0.3946
H -0.6674 1.8552 0.8296
H -1.0231 1.2148 -0.7740
H -0.6398 -0.7295 -2.2781
H -0.2425 -0.1670 -2.5560
```

Properties
Calculated total energy = -234.54211 hartree
ΔE to the lowest compared entry with this formula, charge and spin = 37.9 kcal per mole
HOMO-LUMO gap = 9.6 eV
Net charge = 0
Largest force on an atom = 0.3 eV/Å
LUMO = 1.2 eV


[9]
Formula: C6H10
Source: the Open Molecules 2025 dataset
Level of theory: ωB97M-V/def2-TZVPD

XYZ file:
```
16
C6H10 (ωB97M-V/def2-TZVPD)
C 1.0266 -0.5925 0.3661
C 0.5006 -1.6550 1.2837
C -0.2951 -0.0827 0.0656
C 0.6756 0.9774 -0.4530
C 0.2833 2.4947 -0.2890
C -1.0508 -1.0772 -0.9170
H 1.7479 -0.8706 -0.3776
H 1.0647 -2.5799 1.4153
H -0.0444 -1.3275 2.0981
H -0.7630 0.2473 0.9672
H 1.0238 3.3053 -0.5085
H -0.2294 2.4663 0.7333
H -0.5115 2.6067 -1.0997
H -0.3385 -1.8984 -1.1135
H -1.2566 -0.6095 -1.9070
H -1.8334 -1.4046 -0.2640
```

Properties
Calculated total energy = -234.29030 hartree
ΔE to the lowest compared entry with this formula, charge and spin = 195.9 kcal per mole
HOMO-LUMO gap = 6.4 eV
Net charge = 0
Largest force on an atom = 8.2 eV/Å
LUMO = -0.6 eV


[10]
Formula: C6H10
Source: the Open Molecules 2025 dataset
Level of theory: ωB97M-V/def2-TZVPD

XYZ file:
```
16
C6H10 (ωB97M-V/def2-TZVPD)
C -1.2820 -0.5317 -1.4323
C -0.2668 -0.4165 -0.5291
C 0.5073 -1.7104 -0.2213
C 0.0821 0.7338 0.2867
C 0.3267 1.8776 -0.5381
C 0.1869 0.5891 1.7681
H -1.2923 0.3023 -2.2976
H -2.0811 -1.3762 -1.4696
H 1.4652 -1.5899 -0.7197
H 0.9809 -1.6066 0.7455
H -0.0943 -2.7099 -0.3120
H 0.2204 2.9155 -0.0803
H 0.5947 1.6636 -1.5323
H 1.1711 0.0421 2.0156
H 0.1563 1.6182 1.9677
H -0.6751 0.1990 2.3488
```

Properties
Calculated total energy = -234.45555 hartree
ΔE to the lowest compared entry with this formula, charge and spin = 92.2 kcal per mole
HOMO-LUMO gap = 8.6 eV
Net charge = 0
Largest force on an atom = 5.9 eV/Å
LUMO = 0.6 eV


[11]
Formula: C6H10
Source: the Open Molecules 2025 dataset
Level of theory: ωB97M-V/def2-TZVPD

XYZ file:
```
16
C6H10 (ωB97M-V/def2-TZVPD)
C 0.2391 0.5071 1.8568
C -0.3639 0.6379 0.4537
C -1.2216 -0.5522 0.0921
C -0.7610 -1.2286 -0.9554
C 0.4843 -0.6099 -1.5419
C 0.7093 0.6588 -0.6751
H 0.8943 -0.3702 1.9136
H -0.5422 0.3903 2.6165
H 0.8345 1.3889 2.1207
H -0.9693 1.5564 0.4341
H -2.1067 -0.8143 0.6674
H -1.2177 -2.1237 -1.3704
H 1.3444 -1.2907 -1.4706
H 0.3561 -0.3983 -2.6134
H 0.6383 1.5839 -1.2600
H 1.7182 0.6510 -0.2449
```

Properties
Calculated total energy = -234.59742 hartree
ΔE to the lowest compared entry with this formula, charge and spin = 3.2 kcal per mole
HOMO-LUMO gap = 10.3 eV
Net charge = 0
Largest force on an atom = 0.3 eV/Å
LUMO = 1.2 eV


[12]
Formula: C6H10
Source: the Open Molecules 2025 dataset
Level of theory: ωB97M-V/def2-TZVPD

XYZ file:
```
16
C6H10 (ωB97M-V/def2-TZVPD)
C 2.7318 0.7821 -0.2250
C 1.6771 0.6356 0.3375
C 0.3455 0.7588 0.9370
C -0.8039 0.0711 0.1600
C -0.6621 0.1350 -1.3627
C -0.9394 -1.3860 0.6002
H 3.6437 1.0289 -0.7175
H 0.1985 1.8436 0.9966
H 0.3350 0.3981 1.9741
H -1.7232 0.6035 0.4408
H -1.5316 -0.3406 -1.8321
H 0.2318 -0.4081 -1.6907
H -0.5899 1.1591 -1.7443
H -1.0743 -1.4667 1.6846
H -1.7985 -1.8625 0.1151
H -0.0403 -1.9519 0.3265
```

Properties
Calculated total energy = -234.54696 hartree
ΔE to the lowest compared entry with this formula, charge and spin = 34.9 kcal per mole
HOMO-LUMO gap = 10.9 eV
Net charge = 0
Largest force on an atom = 0.6 eV/Å
LUMO = 1.1 eV


[13]
Formula: C6H10
Source: the Open Molecules 2025 dataset
Level of theory: ωB97M-V/def2-TZVPD

XYZ file:
```
16
C6H10 (ωB97M-V/def2-TZVPD)
C -2.0631 0.8316 -0.2087
C -1.5038 -0.5138 0.0072
C -0.1068 -0.7707 -0.2872
C 0.4922 -0.5629 1.0849
C 0.8065 0.3695 0.0076
C 2.2505 0.3346 -0.4687
H -3.0635 0.9756 0.1836
H -2.0463 1.2415 -1.2081
H -1.3844 0.8624 0.7512
H -1.9065 -1.2614 0.6722
H 0.3005 -1.5457 -0.9327
H 0.8038 -1.5276 1.4517
H 0.3327 1.3564 -0.0656
H 2.2962 0.7904 -1.4627
H 2.5757 -0.6984 -0.5729
H 2.9156 0.9419 0.1480
```

Properties
Calculated total energy = -234.37718 hartree
ΔE to the lowest compared entry with this formula, charge and spin = 141.4 kcal per mole
HOMO-LUMO gap = 7.6 eV
Net charge = 0
Largest force on an atom = 3.6 eV/Å
LUMO = 0.4 eV